C47H50N2O3PtS3 | the ωB97M-V functional and the def2-TZVPD basis

Calculated values
Orbital gap   7.3 eV
Relative energy (zero: lowest compared OMol25 entry of this formula, charge and spin)   0.0 kJ/mol
Calculated total energy   -94412.182 eV
Net charge   +2
HOMO level   -12.75 eV
Molar mass   982.2 g/mol

Element x y z (Å)
Pt (-0.42, 1.71, -0.14)
C (-2.91, -4.09, 4.59)
C (-2.39, -3.16, 3.53)
C (-2.34, -3.55, 2.19)
C (-1.83, -2.70, 1.22)
C (-1.38, -1.43, 1.58)
C (-1.39, -1.04, 2.91)
C (-1.91, -1.90, 3.87)
S (-0.61, -0.56, 0.23)
O (0.65, -1.27, -0.01)
C (-1.85, -0.77, -1.06)
C (-3.21, -0.58, -0.71)
C (-4.13, -0.39, -1.70)
C (-3.75, -0.35, -3.06)
C (-4.69, -0.10, -4.08)
C (-4.30, -0.07, -5.39)
C (-2.95, -0.30, -5.73)
C (-2.02, -0.55, -4.77)
C (-2.39, -0.58, -3.40)
C (-1.44, -0.84, -2.37)
C (-0.08, -1.29, -2.75)
C (0.04, -2.61, -3.26)
C (-1.07, -3.50, -3.34)
C (-0.91, -4.77, -3.82)
C (0.35, -5.22, -4.27)
C (1.43, -4.39, -4.21)
C (1.30, -3.08, -3.70)
C (2.42, -2.22, -3.62)
C (2.31, -0.97, -3.08)
C (1.05, -0.52, -2.63)
S (0.95, 1.16, -2.00)
O (0.62, 2.03, -3.14)
C (2.62, 1.43, -1.50)
C (3.15, 0.70, -0.45)
C (4.49, 0.87, -0.15)
C (5.30, 1.75, -0.87)
C (6.75, 1.93, -0.53)
C (4.73, 2.45, -1.94)
C (3.40, 2.29, -2.27)
H (-3.62, -4.80, 4.18)
H (-3.39, -3.54, 5.40)
H (-2.08, -4.66, 5.02)
H (-2.69, -4.53, 1.91)
H (-1.80, -3.03, 0.19)
H (-0.98, -0.09, 3.23)
H (-1.92, -1.58, 4.91)
H (-3.52, -0.63, 0.32)
H (-5.18, -0.28, -1.45)
H (-5.72, 0.07, -3.81)
H (-5.02, 0.12, -6.17)
H (-2.65, -0.27, -6.77)
H (-0.98, -0.72, -5.04)
H (-2.05, -3.17, -3.00)
H (-1.77, -5.43, -3.87)
H (0.45, -6.22, -4.66)
H (2.40, -4.73, -4.54)
H (3.38, -2.57, -3.98)
H (3.18, -0.34, -3.02)
H (2.54, -0.01, 0.08)
H (4.93, 0.28, 0.65)
H (7.13, 1.08, 0.04)
H (6.88, 2.83, 0.08)
H (7.36, 2.05, -1.42)
H (5.35, 3.11, -2.53)
H (2.97, 2.81, -3.12)
C (-1.19, 4.00, -1.91)
N (-0.29, 3.76, -0.74)
C (1.07, 4.26, -1.09)
C (-0.76, 4.57, 0.41)
C (-1.98, 3.94, 1.01)
N (-1.66, 2.53, 1.40)
C (-0.94, 2.58, 2.70)
C (-2.96, 1.85, 1.57)
H (-1.19, 5.07, -2.14)
H (-2.21, 3.68, -1.67)
H (-0.83, 3.43, -2.76)
H (1.04, 5.35, -1.13)
H (1.36, 3.88, -2.06)
H (1.78, 3.94, -0.33)
H (-0.96, 5.59, 0.07)
H (0.06, 4.62, 1.13)
H (-2.80, 3.92, 0.29)
H (-2.32, 4.49, 1.89)
H (-1.62, 2.97, 3.46)
H (-0.06, 3.21, 2.62)
H (-0.57, 1.60, 2.97)
H (-3.56, 2.42, 2.28)
H (-2.82, 0.85, 1.96)
H (-3.47, 1.81, 0.61)
C (3.65, 1.00, 3.73)
S (2.49, 0.08, 2.71)
O (1.52, 1.11, 2.20)
C (1.67, -0.85, 3.99)
C (1.75, -2.23, 3.90)
C (1.16, -3.01, 4.89)
C (0.49, -2.41, 5.94)
C (0.39, -1.02, 6.00)
C (0.99, -0.24, 5.03)
H (3.11, 1.60, 4.45)
H (4.23, 1.63, 3.06)
H (4.31, 0.29, 4.24)
H (2.27, -2.69, 3.07)
H (1.23, -4.09, 4.84)
H (0.05, -3.01, 6.71)
H (-0.13, -0.55, 6.83)
H (0.92, 0.84, 5.08)